1.
Formula: C18H45NO9S4
Source: the OMol25 dataset
Level of theory: ωB97M-V/def2-TZVPD

```
77
Properties=species:S:1:pos:R:3:lowdin_charge:R:1
C -3.77796 -0.69446 -2.82690 -0.008
C -3.79048 0.25890 -1.87463 -0.154
C -4.99244 0.50846 -1.01534 -0.222
O -4.72814 1.10722 0.23316 -0.132
C -4.43548 2.48332 0.12534 -0.155
C -3.54766 2.96580 1.31294 -0.263
C -4.19197 4.16758 2.04584 -0.132
O -3.51982 5.38405 1.77076 -0.081
C -3.73051 5.89929 0.48548 -0.244
O -2.52948 5.85629 -0.23714 -0.080
C -2.58857 5.26656 -1.51698 -0.174
C -1.40609 4.28549 -1.75831 -0.215
O -0.44470 4.39367 -0.70829 -0.064
O -3.41255 1.93554 2.26649 -0.089
C -2.25694 1.13771 2.12427 -0.271
N -1.77701 0.97776 0.75968 0.067
H -3.47510 -0.43910 -3.83696 0.047
H -4.07049 -1.71847 -2.61734 0.050
H -2.91163 0.87143 -1.67822 0.084
H -5.47847 -0.45474 -0.81260 0.130
H -5.70739 1.10154 -1.59907 0.129
H -3.90786 2.70249 -0.80817 0.095
H -5.39358 3.01955 0.11673 0.121
H -2.59020 3.34947 0.95311 0.140
H -5.27056 4.23439 1.86865 0.126
H -4.05896 3.98706 3.11158 0.132
H -4.53247 5.37056 -0.04448 0.127
H -4.03496 6.94469 0.60335 0.136
H -3.50671 4.68885 -1.64515 0.102
H -2.53156 6.04420 -2.28355 0.120
H -1.79303 3.26405 -1.77662 0.094
H -0.92160 4.50269 -2.70683 0.085
H -0.05767 3.52250 -0.56526 0.075
H -2.53248 0.14666 2.49074 0.122
H -1.44665 1.50682 2.77225 0.114
H -1.21836 0.13401 0.69645 0.075
H -1.12660 1.72938 0.55820 0.062
C 0.35484 -0.97068 4.01607 -0.252
S 1.54709 0.09262 3.19848 0.798
O 1.31443 -0.03628 1.73114 -0.565
C 2.98610 -0.90342 3.60443 -0.267
H -0.63282 -0.54406 3.85357 0.029
H 0.40501 -1.97522 3.58937 0.029
H 0.57219 -0.99517 5.08416 0.059
H 2.85624 -1.91079 3.20980 0.026
H 3.11354 -0.93238 4.68653 0.055
H 3.85958 -0.43980 3.14986 0.049
C 0.96488 1.80381 -6.24185 -0.272
S 0.89411 2.24888 -4.50276 0.809
O -0.51105 2.63684 -4.21266 -0.552
C 1.83071 3.77446 -4.65244 -0.268
H 0.39132 0.88859 -6.37131 0.049
H 0.52700 2.60365 -6.83885 0.058
H 2.00197 1.63171 -6.52983 0.052
H 1.33202 4.43831 -5.35864 0.060
H 2.84307 3.54707 -4.98629 0.053
H 1.86463 4.23824 -3.66827 0.050
C 2.70096 -5.60109 1.84136 -0.271
S 1.68842 -4.14259 1.60655 0.796
O 0.67820 -4.12051 2.70392 -0.555
C 0.86049 -4.72485 0.12613 -0.261
H 3.28205 -5.46418 2.75137 0.051
H 2.06257 -6.47879 1.94211 0.064
H 3.37682 -5.72144 0.99549 0.026
H 0.34716 -5.66119 0.34413 0.060
H 1.59751 -4.86462 -0.66410 0.056
H 0.14030 -3.96554 -0.17146 0.052
C 7.14253 -5.73395 1.87680 -0.270
S 6.68350 -6.57916 0.35964 0.811
O 5.28800 -7.06275 0.54159 -0.559
C 7.75790 -7.99795 0.59464 -0.271
H 6.54216 -4.82908 1.94613 0.048
H 6.93792 -6.38178 2.72910 0.060
H 8.19926 -5.47008 1.83884 0.054
H 7.50982 -8.48871 1.53549 0.059
H 8.79681 -7.66854 0.59359 0.054
H 7.58885 -8.68076 -0.23501 0.050
```

Calculated values
LUMO level = 0.3558 eV
F_max = 0.0312 Eh/bohr
E_HOMO = -0.2911 Eh

2.
Formula: C18H46N2O8S4
Source: the OMol25 dataset
Level of theory: ωB97M-V/def2-TZVPD

```
78
Properties=species:S:1:pos:R:3:lowdin_charge:R:1
C -0.93306 -0.42118 -5.53165 -0.260
S -2.12664 -0.34655 -4.16688 0.828
O -3.48891 -0.03194 -4.83642 -0.575
C -2.21173 -2.11341 -3.73826 -0.254
H 0.03327 -0.78186 -5.17920 0.042
H -0.80589 0.56210 -5.98453 0.029
H -1.37309 -0.96133 -6.36993 0.064
H -2.36180 -2.69425 -4.64833 0.057
H -3.11522 -2.09588 -3.12877 0.042
H -1.42325 -2.44846 -3.06436 0.026
C -0.99653 0.59031 5.27331 -0.227
S -1.66687 -1.07672 5.94366 0.851
O -0.72453 -1.52019 7.06839 -0.600
C -1.35911 -2.10613 4.43051 -0.260
H -1.74278 0.94157 4.56068 0.019
H 0.02842 0.54517 4.90517 0.016
H -0.94044 1.39740 6.00376 0.043
H -1.54543 -3.14527 4.70174 0.043
H -0.29765 -2.03225 4.19400 0.035
H -1.85543 -1.70907 3.54500 0.042
C 3.28757 0.77590 3.93658 -0.275
S 3.34240 2.58291 3.77977 0.833
O 2.86881 2.94475 2.42611 -0.556
C 2.01027 2.96644 5.11983 -0.202
H 3.63183 0.29964 4.85461 0.065
H 3.86761 0.37272 3.10646 0.041
H 2.24025 0.47583 3.90212 0.028
H 1.87927 4.03162 5.31042 0.045
H 2.44357 2.59921 6.05015 0.046
H 1.07844 2.48371 4.82525 0.015
C -1.01413 -4.81801 -0.77239 -0.243
S -0.29399 -4.45657 0.91963 0.864
O -0.74159 -3.01475 1.18203 -0.578
C -1.22890 -5.74860 1.84907 -0.262
H -2.09714 -4.80179 -0.89463 0.061
H -0.56128 -5.56325 -1.42633 0.053
H -0.60878 -4.05087 -1.43215 0.011
H -0.96050 -5.65525 2.90137 0.040
H -0.79251 -6.74399 1.76617 0.051
H -2.28878 -5.86175 1.62114 0.058
C 1.10673 -1.13094 -1.01063 -0.317
O 0.70229 -0.65921 -2.06528 -0.030
N 1.46562 -0.39096 0.10444 -0.162
C 1.79355 -1.01649 1.39730 -0.033
C 1.60430 1.06803 0.00173 -0.032
H 1.03158 -2.21123 -0.81187 0.109
H 0.84227 -0.92130 1.92085 0.079
H 2.58280 -0.51056 1.95338 0.045
H 2.01944 -2.05807 1.16887 0.083
H 1.21178 1.54243 -0.89770 0.092
H 1.17426 1.58308 0.86074 0.054
H 2.64873 1.31434 0.19303 0.082
C 1.02669 1.66527 -7.29482 -0.338
O 0.17408 2.41663 -7.84165 -0.032
N 1.51104 1.93106 -6.06914 -0.196
C 2.27590 0.87040 -5.44224 -0.082
C 1.02172 3.05049 -5.26064 -0.018
H 1.43860 0.74420 -7.73547 0.134
H 2.49647 -0.02283 -6.02670 0.087
H 1.76420 0.53866 -4.53879 0.071
H 3.29719 1.14841 -5.18189 0.086
H 0.22837 2.73015 -4.58530 0.091
H 1.85167 3.23560 -4.57872 0.084
H 0.81670 3.94077 -5.85517 0.096
O -2.42108 1.09709 2.30484 0.083
C -2.29519 1.21876 1.11019 -0.543
O -1.92781 2.33867 0.45553 0.001
C -1.81066 3.64325 1.08966 -0.195
C -0.47334 3.89355 1.72894 -0.084
C -2.36500 0.04869 0.23238 0.027
H -2.62301 3.95318 1.74703 0.122
H -1.84601 4.36388 0.27262 0.117
H 0.28423 4.23102 1.02164 0.077
H -0.03991 2.99599 2.17009 0.053
H -0.38705 4.69458 2.46312 0.081
H -3.44217 -0.08403 0.13139 0.103
H -1.87923 -0.83197 0.65260 0.071
H -2.01549 0.20944 -0.78747 0.078
```

Calculated values
LUMO level = 0.1387 eV
F_max = 0.0742 Eh/bohr
E_HOMO = -0.3162 Eh

3.
Formula: C18H47Cl4F9N5O8
Source: the OMol25 dataset
Level of theory: ωB97M-V/def2-TZVPD

```
91
Properties=species:S:1:pos:R:3:lowdin_charge:R:1
N -17.10641 -20.88727 -9.87735 0.297
H -18.07729 -21.17675 -9.81672 0.131
H -17.01183 -19.95684 -10.36848 0.084
H -16.51676 -21.55750 -10.37480 0.157
H -16.81030 -20.81301 -8.89762 0.153
N -16.99245 -19.82285 -14.20767 0.276
H -15.99873 -20.00232 -14.41973 0.126
H -17.32725 -19.04187 -14.77351 0.135
H -17.06903 -19.46943 -13.20764 0.060
H -17.66442 -20.58134 -14.27908 0.136
N -20.39522 -18.73958 -12.34100 0.293
H -21.41006 -18.80051 -12.25334 0.149
H -20.01614 -18.08498 -13.02107 0.137
H -20.11873 -19.69815 -12.56991 0.138
H -19.88597 -18.55865 -11.43631 0.086
N -20.79704 -15.22197 -11.94100 0.230
H -20.38233 -15.72172 -11.10196 0.058
H -21.81636 -15.23366 -11.87906 0.147
H -20.34016 -15.48668 -12.80786 0.109
H -20.60018 -14.21831 -11.82468 0.019
N -21.53388 -18.66983 -8.93246 0.285
H -21.28748 -19.61769 -9.19262 0.130
H -22.42369 -18.32526 -9.29984 0.151
H -20.73940 -18.03754 -9.25001 0.074
H -21.69606 -18.62532 -7.91259 0.127
O -17.14154 -18.62962 -11.69563 -0.394
C -17.23877 -17.31154 -11.13797 -0.338
C -18.21197 -16.98542 -9.98946 -0.314
O -19.62818 -17.01901 -10.19998 -0.413
H -17.41559 -16.70050 -12.03925 0.085
H -16.23399 -16.98189 -10.84157 0.095
H -18.07358 -15.91664 -9.77124 0.080
H -18.02749 -17.53618 -9.05493 0.091
C -19.08298 -18.20142 -4.80654 -0.027
C -18.87193 -19.10732 -6.01706 -0.203
O -19.22647 -20.44387 -5.68812 0.019
C -20.49037 -20.84841 -5.72377 -0.361
O -21.36246 -20.16506 -6.19150 0.127
C -20.70184 -22.29613 -5.24775 -0.536
F -19.54142 -22.90242 -4.94863 0.176
F -21.47415 -22.29216 -4.17183 0.213
F -21.26774 -22.98821 -6.25019 0.170
H -18.87602 -18.74689 -3.88941 0.104
H -20.08880 -17.77812 -4.81514 0.084
H -18.46407 -17.30228 -4.81285 0.065
H -17.80772 -19.15112 -6.25015 0.107
H -19.48625 -18.87023 -6.89558 0.092
C -13.99746 -16.52658 -13.20412 -0.047
C -15.14814 -16.49743 -14.20900 -0.220
O -14.69683 -16.62763 -15.58057 0.073
C -14.44560 -17.85443 -15.98258 -0.373
O -14.54555 -18.85018 -15.31041 0.110
C -14.07939 -18.01442 -17.46943 -0.558
F -12.98897 -18.75291 -17.59801 0.204
F -15.08434 -18.63129 -18.09994 0.174
F -13.88987 -16.83533 -18.05567 0.192
H -13.22672 -17.25598 -13.43590 0.094
H -14.38540 -16.72442 -12.20380 0.066
H -13.58934 -15.51716 -13.16607 0.054
H -15.59217 -15.50343 -14.21412 0.031
H -15.93885 -17.21742 -13.99465 0.090
C -15.16776 -17.13264 -5.87579 -0.050
C -15.82380 -16.10751 -6.78840 -0.204
O -14.88988 -15.03799 -6.90966 0.063
C -15.26056 -13.98511 -7.60384 -0.361
O -16.29687 -13.88638 -8.20722 0.124
C -14.22380 -12.83325 -7.55699 -0.604
F -13.07642 -13.30273 -7.10352 0.196
F -14.03766 -12.33625 -8.75345 0.202
F -14.63561 -11.90199 -6.73030 0.216
H -14.99986 -16.78252 -4.85775 0.096
H -14.20943 -17.43984 -6.29726 0.091
H -15.75081 -18.04934 -5.75797 0.059
H -16.73066 -15.75155 -6.29836 0.111
H -16.02227 -16.63728 -7.72020 0.112
Cl -18.08072 -13.43954 -12.80898 0.539
C -16.75283 -13.16158 -11.62521 -0.573
C -15.51675 -13.88801 -12.17377 -0.641
Cl -14.94559 -13.39329 -13.78474 0.679
H -17.06646 -13.58078 -10.67811 0.014
H -16.56827 -12.09267 -11.65720 0.086
H -15.60799 -14.97036 -12.08848 0.027
H -14.64738 -13.63306 -11.56480 0.080
Cl -19.65849 -13.21956 -9.91093 0.647
C -19.60546 -13.02371 -8.12974 -0.568
C -19.45546 -14.39605 -7.50647 -0.725
Cl -19.54324 -14.28492 -5.77315 0.647
H -20.39924 -12.37400 -7.77115 0.088
H -18.69678 -12.43225 -8.02208 0.072
H -18.52930 -14.86606 -7.83121 0.026
H -20.26165 -15.09097 -7.74793 0.052
```

Calculated values
energy above the lowest of the compared OMol25 structures with the same formula, charge and spin = 0.0 kJ/mol
net charge = +3
LUMO level = -9.3897 eV
F_max = 0.0452 Eh/bohr
E_HOMO = -0.6152 Eh